# 1
# C25H49HfNOP3

C25H49HfNOP3 as an isolated structure at a distorted geometry (wB97M-V/def2-TZVPD, the OMol25 dataset).

Computed properties:
HOMO energy in eV: -17.6
Charge: +3
Kohn-Sham gap in eV: 5.94

Atoms and positions in Å:
Hf 0.260 0.221 -0.127
P -0.236 1.434 -2.329
P 1.450 -1.783 1.002
N -0.443 -1.459 -1.394
C -1.381 0.185 -3.077
H -2.404 0.567 -2.918
H -1.212 0.180 -4.165
C -1.311 -1.273 -2.569
H -2.316 -1.625 -2.269
H -0.947 -1.947 -3.371
C -0.371 -2.874 -0.963
H 0.274 -3.419 -1.680
H -1.389 -3.288 -1.050
C 0.124 -2.999 0.483
H 0.508 -4.011 0.671
H -0.735 -2.836 1.157
C 1.641 -2.192 2.795
C 0.640 -1.384 3.625
H -0.400 -1.536 3.310
H 0.856 -0.307 3.570
H 0.708 -1.688 4.680
C 2.930 -2.479 0.132
C 4.138 -1.545 0.201
H 4.903 -1.923 -0.490
H 4.574 -1.526 1.207
H 3.895 -0.521 -0.099
C 1.059 1.706 -3.635
C 2.000 2.857 -3.265
H 2.793 2.904 -4.022
H 2.487 2.699 -2.295
H 1.480 3.824 -3.259
C -1.212 3.007 -2.148
C -0.408 4.061 -1.352
H -1.081 4.586 -0.654
H 0.028 4.814 -2.028
H 0.410 3.627 -0.752
C 1.980 1.421 0.193
C 3.255 -3.904 0.619
H 2.525 -4.318 1.329
H 3.286 -4.586 -0.242
H 4.246 -3.933 1.091
C 0.497 1.823 -5.066
H 1.080 2.562 -5.633
H 0.575 0.860 -5.590
H -0.555 2.134 -5.100
C -1.764 3.565 -3.464
H -2.420 4.420 -3.237
H -0.964 3.933 -4.120
H -2.370 2.828 -4.006
C 3.065 -1.999 3.333
H 3.452 -0.997 3.100
H 3.042 -2.098 4.428
H 3.771 -2.753 2.963
H 1.376 -3.261 2.862
H -2.074 2.693 -1.532
H 2.607 -2.523 -0.921
H 1.635 0.768 -3.575
O 2.965 2.048 0.317
H 0.610 -1.168 -1.709
H 1.575 -0.395 -1.436
C -2.796 2.312 0.932
P -1.447 1.224 1.494
C -0.630 2.251 2.765
C -2.446 0.007 2.469
C -2.762 0.186 3.823
C -3.526 -0.772 4.499
C -4.022 -1.891 3.819
C -3.740 -2.049 2.458
C -2.977 -1.100 1.776
H -2.425 3.271 0.558
H -3.457 2.469 1.790
H -3.373 1.826 0.138
H 0.395 2.505 2.462
H -1.198 3.183 2.882
H -0.588 1.724 3.724
H -2.412 1.068 4.358
H -3.741 -0.633 5.557
H -4.630 -2.626 4.348
H -4.134 -2.913 1.920
H -2.801 -1.218 0.701


# 2
# C20H49GaNO10

C20H49GaNO10 as an isolated structure (wB97M-V/def2-TZVPD, the OMol25 dataset).

Computed properties:
HOMO energy in eV: -5.1
Charge: -1
Kohn-Sham gap in eV: 7.11

Atoms and positions in Å:
C 0.841 -3.799 6.340
C 2.103 -3.835 5.486
O 2.702 -2.791 5.298
N 2.504 -5.032 4.874
Ga 1.552 -5.331 3.139
C 2.543 -6.161 5.730
C 1.264 -6.853 6.199
O 3.603 -6.640 6.081
H 0.006 -4.294 5.840
H 1.001 -4.286 7.308
H 0.585 -2.754 6.526
H 1.238 -3.876 2.557
H 0.193 -6.162 3.399
H 2.568 -6.100 2.171
H 1.373 -7.921 5.983
H 0.367 -6.487 5.708
H 1.191 -6.752 7.286
C 0.743 -0.915 3.503
O -0.575 -1.453 3.525
C -1.537 -0.590 4.084
C -2.383 0.070 3.015
O -1.625 0.938 2.187
C -1.209 0.333 0.976
H 1.342 -1.549 2.855
H 0.740 0.112 3.123
H 1.181 -0.940 4.504
H -1.063 0.172 4.713
H -2.197 -1.191 4.721
H -3.167 0.670 3.490
H -2.867 -0.703 2.408
H -2.052 0.238 0.281
H -0.767 -0.652 1.141
H -0.460 0.985 0.529
C -1.335 -3.429 -0.486
O -0.791 -4.712 -0.268
C -1.645 -5.585 0.452
C -2.296 -6.598 -0.461
O -3.176 -5.997 -1.405
C -2.591 -5.817 -2.678
H -0.706 -2.930 -1.223
H -2.360 -3.481 -0.868
H -1.322 -2.842 0.440
H -2.408 -5.015 0.993
H -1.034 -6.108 1.193
H -2.889 -7.292 0.141
H -1.523 -7.174 -0.980
H -2.495 -6.774 -3.204
H -1.606 -5.350 -2.606
H -3.251 -5.167 -3.252
C -0.442 7.051 -1.187
O -0.102 6.341 -0.013
C -1.091 5.400 0.378
C -0.731 3.993 -0.042
O -0.679 3.863 -1.455
C 0.640 3.893 -1.970
H 0.460 7.550 -1.542
H -0.809 6.383 -1.970
H -1.204 7.811 -0.975
H -2.063 5.676 -0.044
H -1.172 5.435 1.468
H -1.494 3.305 0.332
H 0.227 3.704 0.402
H 1.157 2.950 -1.759
H 1.218 4.720 -1.552
H 0.576 4.022 -3.050
C 2.558 7.406 -7.790
O 1.931 6.200 -8.183
C 2.447 5.052 -7.527
C 1.569 4.609 -6.378
O 1.531 5.571 -5.336
C 0.361 6.368 -5.347
H 1.953 8.226 -8.174
H 2.625 7.490 -6.703
H 3.564 7.480 -8.218
H 3.462 5.243 -7.166
H 2.496 4.246 -8.265
H 1.977 3.685 -5.959
H 0.557 4.397 -6.740
H -0.498 5.792 -4.985
H 0.141 6.752 -6.345
H 0.526 7.208 -4.673


# 3
# C3H10N2O3

C3H10N2O3 as an isolated structure at a distorted geometry (wB97M-V/def2-TZVPD, the OMol25 dataset).

Computed properties:
HOMO energy in eV: -8.3
Charge: 0
Kohn-Sham gap in eV: 9.09
Relative energy (zero: lowest compared OMol25 entry of this formula, charge and spin) in kcal/mol: 136.1

Atoms and positions in Å:
C -0.130 0.516 -0.350
C -0.634 -0.367 0.694
C 0.932 0.078 -1.306
N -0.871 1.615 -0.689
N 0.030 -1.511 1.113
O 0.742 1.104 1.291
O 1.983 0.416 1.513
O -1.663 -1.091 -0.680
H 1.666 -0.395 1.954
H -2.337 -0.462 -0.977
H -1.386 0.019 1.367
H -0.401 2.293 -1.270
H -1.411 2.037 0.054
H 0.424 -2.023 0.332
H -0.601 -2.127 1.610
H 1.911 0.299 -0.870
H 0.848 0.589 -2.266
H 0.897 -0.989 -1.521


# 4
# C30H24IN3PPdS2

C30H24IN3PPdS2 as an isolated structure (wB97M-V/def2-TZVPD, the OMol25 dataset).

Computed properties:
HOMO energy (spin up / spin down) in eV: -10.3 / -10.7
Charge: +1
Kohn-Sham gap (spin up / spin down) in eV: 7.10 / 6.02
2S+1: 3
Relative energy (zero: lowest compared OMol25 entry of this formula, charge and spin) in kcal/mol: 0.0

Atoms and positions in Å:
Pd -0.023 -0.260 0.072
C 3.299 0.283 4.204
S 2.565 1.841 3.638
C 1.620 1.301 2.251
S 0.702 -0.164 2.383
N 1.644 2.134 1.253
N 0.928 1.697 0.173
C 0.700 2.529 -0.761
C 0.001 2.071 -1.972
C 0.013 2.828 -3.128
C -0.647 2.348 -4.250
C -1.300 1.132 -4.174
C -1.253 0.432 -2.977
N -0.624 0.888 -1.902
H 3.802 0.513 5.142
H 4.026 -0.070 3.476
H 2.533 -0.468 4.375
H 1.026 3.560 -0.657
H 0.540 3.774 -3.147
H -0.651 2.919 -5.170
H -1.844 0.731 -5.018
H -1.744 -0.529 -2.875
I -2.371 -1.665 0.224
C -2.268 -3.642 -0.490
C -3.486 -4.240 -0.337
C -3.698 -5.567 -0.746
C -2.668 -6.252 -1.301
C -1.393 -5.656 -1.463
C -0.369 -6.444 -2.036
C 0.886 -5.953 -2.210
C 1.154 -4.637 -1.810
C 0.199 -3.814 -1.256
P 0.929 -2.180 -0.857
C 1.557 -1.550 -2.440
C 1.116 -2.038 -3.668
C 1.527 -1.430 -4.849
C 2.379 -0.337 -4.811
C 2.813 0.163 -3.588
C 2.394 -0.429 -2.408
C 2.360 -2.640 0.162
C 2.091 -3.055 1.466
C 3.129 -3.388 2.318
C 4.446 -3.282 1.883
C 4.718 -2.873 0.587
C 3.677 -2.561 -0.280
C -1.136 -4.306 -1.056
H -4.306 -3.689 0.105
H -4.671 -6.021 -0.614
H -2.798 -7.276 -1.630
H -0.611 -7.459 -2.328
H 1.671 -6.559 -2.642
H 2.161 -4.260 -1.944
H 0.449 -2.889 -3.708
H 1.184 -1.818 -5.800
H 2.706 0.127 -5.733
H 3.479 1.017 -3.555
H 2.708 -0.016 -1.456
H 1.067 -3.104 1.820
H 2.914 -3.718 3.327
H 5.259 -3.514 2.558
H 5.742 -2.793 0.245
H 3.897 -2.263 -1.297


# 5
# C3H3N3

A single C3H3N3 molecule at a distorted geometry (wB97M-V/def2-TZVPD, the OMol25 dataset).

Computed properties:
HOMO energy (spin up / spin down) in eV: -10.1 / -9.0
Charge: 0
Kohn-Sham gap (spin up / spin down) in eV: 8.83 / 7.21
Relative energy (zero: lowest compared OMol25 entry of this formula, charge and spin) in kcal/mol: 141.2

Atoms and positions in Å:
N -0.437 -1.396 -0.242
C 0.244 0.471 0.588
C 0.934 -0.496 -0.130
N 2.145 -0.221 -0.403
C -0.338 1.599 0.035
N -0.851 2.572 -0.328
H -1.457 -1.257 0.062
H -0.435 -1.632 -1.207
H 0.326 0.324 1.635


# 6
# C6H6O

C6H6O as an isolated structure at a distorted geometry (wB97M-V/def2-TZVPD, the OMol25 dataset).

Computed properties:
HOMO energy in eV: -8.9
Charge: 0
Kohn-Sham gap in eV: 9.95
Relative energy (zero: lowest compared OMol25 entry of this formula, charge and spin) in kcal/mol: 96.7

Atoms and positions in Å:
C 2.708 0.643 0.141
C 1.537 0.370 0.035
C 0.158 0.027 -0.108
C -0.957 1.034 -0.248
C -1.145 0.052 0.800
O -1.558 -1.204 0.334
C -0.375 -1.351 -0.462
H 3.739 0.886 0.243
H -1.791 0.912 -1.031
H -0.687 2.044 0.059
H -1.271 0.277 1.837
H 0.248 -2.157 -0.066
H -0.612 -1.546 -1.509


| no. | E_tot (eV) |
| --- | --- |
| 1 | -59403.402 |
| 2 | -95871.515 |
| 3 | -12390.832 |
| 4 | -78503.751 |
| 5 | -7623.425 |
| 6 | -8362.312 |